The following is a DFT calculation (ωB97M-V with the def2-TZVPD basis set) of C3H7N3O2 as an isolated structure.

XYZ file:
```
15
Properties=species:S:1:pos:R:3
C -2.0923 -0.6467 -0.0984
C -0.9807 0.2037 0.1086
C 2.4156 -0.2638 -0.0897
H -4.1321 0.2338 0.0894
H -2.7177 1.3494 -0.5558
H -1.7657 -1.3702 -0.7623
H -2.1417 -1.0032 1.0265
H 2.1461 -1.5507 0.4109
H 3.6257 1.3479 -0.2520
H 4.4590 -0.1123 0.6704
N -3.0641 0.2401 -0.4746
N 1.2982 0.4878 -0.2137
N 3.6773 0.3169 -0.3366
O -0.9367 1.3537 0.3353
O 0.2090 -0.5865 0.1420
```

Properties
* relative energy (zero: lowest compared OMol25 entry of this formula, charge and spin): 185.9 kcal/mol
* total charge: 0
* Kohn-Sham gap: 0.33914 hartree
* max |F|: 8.49 eV/Å
* HOMO energy: -9.0 eV
* DFT total energy: -433.02654 Eh